Molecular formula: C9H14Cl6N2O2
Method: DFT, the ωB97M-V functional and the def2-TZVPD basis

Calculated values
Molecular weight ... 394.9 g mol⁻¹
HOMO energy ... -0.3605 hartree
Kohn-Sham gap ... 10.3 eV
LUMO ... 0.018 Ha

The geometry in ORCA input format:
```
! wB97M-V def2-TZVPD RIJCOSX def2/J DEFGRID3
* xyz 0 1
N -0.1397 0.6821 -0.0816
C 0.6570 0.2450 -1.1431
C 0.3197 -0.6485 -2.1682
C -0.9228 -1.2770 -2.0065
C -1.7418 -0.9595 -0.9128
C -1.3506 0.0299 -0.0056
H 1.6642 0.6347 -1.1581
H 1.0192 -0.9093 -2.9486
H -1.4091 -1.8893 -2.7515
H -2.7065 -1.4435 -0.8745
H -2.0901 0.3883 0.6951
C 2.5778 -0.4817 1.6389
N 1.8026 -0.4102 2.9281
O 0.7212 -0.9953 2.9276
O 2.3046 0.2436 3.8202
H 2.3529 0.5082 1.2420
H 2.0173 -1.2181 1.0629
H 3.6386 -0.6254 1.8443
C -6.1915 -1.8269 -0.2505
Cl -5.1240 -1.6100 1.2080
Cl -5.2154 -1.6565 -1.7615
H -6.5894 -2.8413 -0.2791
H -6.9398 -1.0343 -0.2543
C -1.0784 2.8164 2.7124
Cl -0.1497 4.0849 3.4815
Cl -1.8387 1.6916 3.9826
H -1.8799 3.1876 2.0737
H -0.4090 2.2047 2.1076
C 5.3320 0.7607 -3.0763
Cl 4.5485 0.3666 -1.5275
Cl 6.1014 -0.6817 -3.9192
H 4.5895 1.1936 -3.7467
H 6.1301 1.4708 -2.8595
*
```

Here are the Löwdin charges for atoms 1 to 4, given in e: number 1, N, carries 0.064; number 2, C, carries -0.157; number 3, C, carries -0.060; number 4, C, carries -0.069



Molecular formula: C9H14FN2
Method: DFT, the ωB97M-V functional and the def2-TZVPD basis

Calculated values
Molecular weight ... 169.2 g mol⁻¹
<S²> ... 2.0070
HOMO energy (spin up / spin down) ... -0.3475 / -0.5120 hartree
Kohn-Sham gap (spin up / spin down) ... 5.6 / 7.5 eV
LUMO (spin up / spin down) ... -0.141 / -0.237 Ha

The geometry in ORCA input format:
```
! wB97M-V def2-TZVPD RIJCOSX def2/J DEFGRID3
* xyz 1 3
C -1.8171 0.5183 1.4865
C -2.0058 -0.7635 0.8637
C -0.8733 1.4209 1.1667
C -1.8163 -1.2212 -0.3560
C 1.1753 -1.8116 0.5833
C 2.5545 -1.3885 0.0888
C -0.0893 1.5810 -0.1064
C 1.4957 -0.3018 0.5425
C 0.7259 0.4031 -0.5231
N -0.6593 2.2352 -1.1998
N 0.7680 0.1416 -1.8003
F -2.0948 -2.5209 -0.6116
H -2.4679 0.5706 2.4468
H -2.1932 -1.6477 1.4759
H -0.8918 2.3864 1.6621
H 0.4736 -2.0045 -0.2153
H 0.8677 -2.2474 1.5388
H 3.3513 -1.6656 0.8156
H 2.9252 -1.3058 -0.9754
H 0.7501 2.1379 0.1807
H 1.6845 0.4307 1.3603
H -1.8263 -0.6553 -1.2306
H -1.5512 2.7303 -1.0161
H 0.0999 2.8504 -1.5689
H 1.0975 -0.7288 -2.2595
H 0.3171 0.8562 -2.3488
*
```

Here are the Löwdin charges for atoms 1 to 4, given in e: number 1, C, carries -0.071; number 2, C, carries -0.062; number 3, C, carries -0.034; number 4, C, carries -0.156